DFT (the ωB97M-V functional and the def2-TZVPD basis) results for an isolated ion of composition C22H42BF4N4O6S2 and charge +1 at a distorted geometry.

XYZ file:
```
81
Properties=species:S:1:pos:R:3:forces:R:3:mulliken_charge:R:1
C -2.1525 -4.1573 -0.1759 0.00 0.11 0.54 -1.076
C -1.9081 -2.9338 0.8778 -3.15 -2.34 0.71 0.165
O -0.6842 -2.2351 0.7013 1.95 1.27 -0.86 -0.371
C -0.6782 -0.8095 1.0602 -3.99 -3.50 0.74 -0.344
N -1.1483 -0.9131 2.3980 0.16 2.32 0.67 1.553
C -0.5794 -1.8620 3.3784 0.33 -2.36 1.88 -1.018
C -2.1088 -0.1092 3.0819 -5.61 0.12 1.55 0.144
C -2.2087 1.4578 3.3386 0.51 1.04 0.02 -0.727
O -3.1134 -0.7319 3.5505 3.89 1.64 -1.39 -0.600
C -1.4957 -0.0945 -0.1759 -2.63 2.16 -1.20 0.940
S -3.2783 0.4851 0.2296 -0.06 0.11 1.21 -0.320
C -1.9666 -0.8587 -1.5050 -1.21 -1.85 -0.26 -2.406
C -1.1463 -1.8599 -2.3674 0.29 -2.03 -2.20 1.379
C -0.1786 -1.3515 -3.5385 0.34 0.15 0.65 -1.226
C -2.2362 -2.7718 -3.1938 0.29 -0.25 -0.65 -1.370
C -0.8518 1.3816 -0.5679 2.07 -1.87 0.80 0.662
C -1.7438 2.7062 -0.4473 0.28 1.98 -0.14 -1.304
C -0.9016 4.0712 -0.8028 -1.21 0.47 1.45 -0.130
C -1.5556 5.2632 0.0814 2.59 2.38 1.49 0.257
N -3.0140 5.4283 0.1881 0.99 -0.82 0.15 -0.483
O -0.7836 6.0603 0.6735 -2.42 -2.81 -2.21 -0.559
B -0.2147 1.6222 -2.0449 -0.67 -0.50 -3.23 0.365
N -1.1651 1.8559 -3.2031 1.48 0.31 1.41 -0.510
O 1.1634 1.5569 -2.4537 -0.86 0.87 1.79 -0.693
C 0.4250 1.2608 0.4233 -0.94 4.97 -1.56 -0.805
F 0.0668 2.2645 1.4246 1.04 -2.45 -0.01 -0.499
N 0.7393 -0.1385 0.9609 0.29 1.12 -1.91 0.779
C 1.5662 -1.0538 0.0512 1.42 -0.01 -3.75 1.246
C 2.9246 -0.4978 -0.5722 1.24 -0.91 -0.06 -0.784
C 4.2793 -0.9498 0.1974 1.24 0.55 -1.79 0.570
C 5.4852 -0.3586 -0.7289 -1.07 -0.27 -0.07 -1.262
C 4.4933 -2.5471 0.1903 -0.32 0.98 1.77 -1.252
S 1.7316 0.2709 2.3152 0.67 -5.05 12.22 1.076
O 2.4576 -0.9804 2.7865 -1.44 3.12 -3.84 -0.599
O 1.0421 0.7135 3.5985 0.70 0.20 -5.08 -0.593
C 2.9863 1.6220 2.2481 4.71 5.21 1.61 0.653
F 3.6218 1.9908 1.0862 -1.74 -1.19 1.53 -0.154
F 2.5367 2.8377 2.8339 0.22 -3.43 -1.85 -0.193
F 4.0243 1.2229 3.1384 -2.99 0.12 -2.36 -0.163
H -3.0650 -3.8850 -0.7945 1.49 -0.46 0.36 0.282
H -1.2240 -4.4075 -0.7795 -1.31 0.51 0.55 0.195
H -2.4327 -5.1291 0.3754 0.51 1.67 -0.57 0.371
H -2.0310 -3.4949 1.8797 0.89 1.46 -1.16 0.230
H -2.8646 -2.2952 0.8287 1.88 -0.54 0.06 -0.058
H 0.3112 -2.4761 3.0323 -1.15 1.12 -0.04 0.260
H -1.3751 -2.6312 3.7029 1.09 1.26 -0.76 0.454
H -0.2588 -1.3876 4.3787 -0.47 -0.15 -1.87 0.301
H -1.2302 1.9731 3.5899 -0.98 -0.90 -0.40 0.164
H -2.9203 1.6739 4.2160 1.06 -0.90 -1.37 0.444
H -2.6588 2.0386 2.4518 0.74 -1.29 1.17 -0.060
H -4.0856 -0.6126 0.4244 1.07 0.22 -0.15 0.278
H -2.5031 -0.1081 -2.1983 1.39 -0.80 1.19 0.458
H -2.8859 -1.4869 -1.1821 1.77 0.82 -0.38 0.799
H -0.5212 -2.6484 -1.8049 -1.07 1.61 -0.33 0.019
H 0.7817 -0.9374 -3.0598 -1.22 -0.27 -1.07 0.134
H 0.1130 -2.2618 -4.1761 -0.36 1.43 1.01 0.516
H -0.6884 -0.5824 -4.2238 0.83 -1.13 1.12 0.186
H -2.0346 -2.7347 -4.3283 -0.25 0.14 1.76 0.426
H -3.3033 -2.4028 -3.0648 1.26 -0.64 0.05 0.350
H -2.1296 -3.8867 -2.9294 -0.42 1.82 -0.22 0.221
H -2.5999 2.7573 -1.2147 1.26 -0.81 1.44 0.626
H -2.1547 2.9430 0.5835 0.45 -0.95 -1.32 -0.257
H 0.1763 4.0286 -0.4435 -1.32 0.18 -0.77 0.009
H -1.0421 4.4174 -1.8731 0.49 -0.61 1.17 0.523
H -3.2381 5.1672 1.1681 -0.05 0.29 -0.85 0.267
H -3.2636 6.4212 0.0785 0.44 -0.52 0.22 0.339
H -0.6957 1.6644 -4.0969 -0.21 0.44 0.52 0.217
H -1.5324 2.8120 -3.2064 -0.37 -0.68 -0.19 0.242
H 1.5201 2.4697 -2.5736 -0.34 -1.03 -0.27 0.274
H 1.3577 1.7618 0.0147 -0.88 -1.37 0.25 0.823
H 1.8274 -2.0524 0.5211 -1.09 1.48 -0.11 0.324
H 0.9211 -1.1553 -0.8999 0.52 -0.22 1.88 -1.519
H 3.0568 -1.0583 -1.5785 -0.64 0.82 1.51 0.563
H 2.9249 0.5915 -0.8926 -0.13 -1.33 0.71 0.029
H 4.4214 -0.4763 1.2134 -0.43 -0.93 -1.02 0.226
H 6.4843 -0.4155 -0.1895 -1.33 0.22 -0.76 0.355
H 5.5149 -1.0216 -1.6568 0.19 0.94 1.10 0.332
H 5.2207 0.7039 -1.0808 0.72 -1.46 0.67 0.310
H 5.5054 -2.7424 0.7025 -1.48 0.15 -1.02 0.396
H 3.7133 -2.9993 0.9031 1.06 0.25 -1.24 0.306
H 4.4586 -2.9915 -0.8534 -0.01 0.60 1.35 0.293
```
Positions in Å, forces in eV/Å.

Electronic energy ... -74940.18998 eV
Total charge ... +1
Frontier orbital gap ... 7.132 eV
HOMO energy ... -12.223 eV
Structure (SMILES) ... CCO[C@]1(N(C)C(C)=O)[C@](S)(CC(C)C)[C@](CCC(N)=O)(B(N)O)[C@@H](F)[N@@+]1(CCC(C)C)S(=O)(=O)C(F)(F)F